(A)
Below is C4H7N3 in the gas phase, with properties calculated with the ωB97M-V functional and the def2-TZVPD basis.

Results
Frontier orbital gap (alpha / beta), eV: 7.818 / 7.818
E_LUMO (alpha / beta), hartree: -0.0199 / -0.0199
SMILES: [H]/N=C1\C(=N\[H])[C@@]1(C)N
2S+1: 1

Positions of all 14 atoms, in Å:
C1 1.55 -0.18 0.76
C2 0.21 -0.39 -0.10
C3 -0.04 0.90 -0.57
N1 -0.19 -1.63 -0.72
N2 0.26 1.70 -1.52
N3 -2.01 -0.07 0.82
C4 -1.00 0.65 0.46
H1 -0.28 -1.53 -1.73
H2 -1.09 -1.91 -0.32
H3 -0.38 2.50 -1.52
H4 -2.59 0.48 1.46
H5 2.41 -0.44 0.15
H6 1.71 0.79 1.24
H7 1.44 -0.90 1.58



(B)
Below is C4H7N3 in the gas phase, with properties calculated with the ωB97M-V functional and the def2-TZVPD basis.

Results
Frontier orbital gap, eV: 8.359
E_LUMO, hartree: 0.0303
SMILES: [H]/N=c1/[nH]ccn1C
2S+1: 1

Positions of all 14 atoms, in Å:
C1 1.86 -0.86 0.00
C2 -0.67 -1.35 0.02
C3 -1.75 -0.56 0.08
C4 0.06 0.78 -0.05
H1 2.27 -0.89 1.08
H2 1.94 -1.96 -0.38
H3 2.31 -0.25 -0.72
H4 -0.32 -2.34 0.16
H5 -2.82 -0.70 0.21
H6 -1.91 1.60 0.46
H7 1.82 1.50 0.23
N1 0.43 -0.50 -0.08
N2 -1.27 0.78 -0.20
N3 0.80 1.86 0.08



Calculated relative energies: (A) 278.8; (B) 0.0, given in kJ/mol



(A)
Below is C3H5N3 in the gas phase, with properties calculated with the ωB97M-V functional and the def2-TZVPD basis.

Results
Frontier orbital gap, eV: 9.399
E_LUMO, hartree: 0.0343
SMILES: C1=NCC=NN1
2S+1: 1

Positions of all 11 atoms, in Å:
C1 0.22 1.43 0.08
C2 -1.21 0.63 -0.05
C3 1.10 -0.77 0.02
H1 0.18 2.09 0.96
H2 0.25 1.86 -0.91
H3 -2.18 1.20 -0.26
H4 -0.36 -2.28 0.21
H5 1.85 -1.45 -0.27
N1 -1.27 -0.57 0.02
N2 -0.19 -1.22 0.01
N3 1.40 0.48 -0.04



(B)
Below is C3H5N3 in the gas phase, with properties calculated with the ωB97M-V functional and the def2-TZVPD basis.

Results
Frontier orbital gap, eV: 10.940
E_LUMO, hartree: 0.0433
SMILES: Cc1cn[nH]n1
2S+1: 1

Positions of all 11 atoms, in Å:
C1 1.55 0.75 0.11
C2 0.19 0.09 0.00
N1 -0.55 -0.02 1.10
N2 -1.61 -0.70 0.71
N3 -1.66 -1.05 -0.55
C3 -0.54 -0.54 -1.05
H1 2.37 0.05 -0.05
H2 1.67 1.58 -0.59
H3 1.67 1.15 1.13
H4 -2.41 -0.87 1.30
H5 -0.66 -0.45 -2.12



Calculated relative energies: (A) 180.1; (B) 0.0, given in kJ/mol



(A)
Below is C3H5N3 in the gas phase, with properties calculated with the ωB97M-V functional and the def2-TZVPD basis.

Results
Frontier orbital gap, eV: 9.458
E_LUMO, hartree: 0.0332
SMILES: Nc1ccn[nH]1
2S+1: 1

Positions of all 11 atoms, in Å:
N1 -1.85 -0.09 -0.19
C1 -0.47 0.03 0.02
C2 0.54 -0.90 -0.12
C3 1.73 -0.14 -0.06
N2 1.49 1.14 0.17
N3 0.15 1.23 0.22
H1 -2.43 0.07 0.62
H2 -2.02 -1.01 -0.58
H3 0.41 -1.97 -0.22
H4 2.74 -0.49 -0.20
H5 -0.29 2.13 0.34



(B)
Below is C3H5N3 in the gas phase, with properties calculated with the ωB97M-V functional and the def2-TZVPD basis.

Results
Frontier orbital gap, eV: 10.293
E_LUMO, hartree: 0.0297
SMILES: Cc1cnn[nH]1
2S+1: 1

Positions of all 11 atoms, in Å:
C1 1.48 0.25 -0.29
C2 -0.01 0.07 -0.04
C3 -0.70 -1.13 -0.15
N1 -1.98 -0.97 0.30
N2 -2.13 0.26 0.65
N3 -0.97 0.90 0.45
H1 1.87 -0.43 -1.07
H2 1.76 1.27 -0.60
H3 2.06 -0.01 0.61
H4 -0.35 -2.08 -0.51
H5 -1.03 1.89 0.66



Calculated relative energies: (A) 0.0; (B) 53.6, given in kJ/mol



(A)
Below is C3H5N3 in the gas phase, with properties calculated with the ωB97M-V functional and the def2-TZVPD basis.

Results
Frontier orbital gap, eV: 9.481
E_LUMO, hartree: 0.0402
SMILES: Nc1cn[nH]c1
2S+1: 1

Positions of all 11 atoms, in Å:
N1 -1.80 -0.55 0.09
C1 -0.46 -0.10 0.09
C2 0.65 -0.85 -0.19
N2 1.71 0.01 -0.26
N3 1.37 1.26 0.08
C3 0.09 1.16 0.42
H1 -2.45 0.17 0.35
H2 -2.07 -0.88 -0.83
H3 0.77 -1.91 -0.01
H4 2.53 -0.15 -0.84
H5 -0.33 1.86 1.12



(B)
Below is C3H5N3 in the gas phase, with properties calculated with the ωB97M-V functional and the def2-TZVPD basis.

Results
Frontier orbital gap, eV: 10.342
E_LUMO, hartree: 0.0389
SMILES: [H]/N=C/[C@]1(N)C=N1
2S+1: 1

Positions of all 11 atoms, in Å:
N1 1.66 -0.43 -0.16
C1 0.27 -0.28 0.13
C2 -0.47 1.00 -0.09
N2 -1.73 0.95 -0.18
C3 -0.57 -1.46 0.19
N3 -0.20 -1.08 1.32
H1 2.28 -0.16 0.59
H2 1.98 -0.15 -1.07
H3 0.12 1.93 -0.16
H4 -2.15 1.87 -0.30
H5 -1.20 -2.20 -0.28



Calculated relative energies: (A) 0.0; (B) 125.3, given in kJ/mol



(A)
Below is C3H5N3 in the gas phase, with properties calculated with the ωB97M-V functional and the def2-TZVPD basis.

Results
Frontier orbital gap, eV: 10.648
E_LUMO, hartree: 0.0256
SMILES: Cn1cnnc1
2S+1: 1

Positions of all 11 atoms, in Å:
C1 1.36 0.01 -0.40
N1 0.05 -0.25 0.20
C2 -1.01 -0.88 -0.39
N2 -2.14 -0.32 -0.03
N3 -1.82 0.74 0.79
C3 -0.53 0.75 0.91
H1 2.14 0.00 0.36
H2 1.22 1.02 -0.80
H3 1.60 -0.74 -1.16
H4 -0.92 -1.74 -1.03
H5 0.05 1.41 1.54



(B)
Below is C3H5N3 in the gas phase, with properties calculated with the ωB97M-V functional and the def2-TZVPD basis.

Results
Frontier orbital gap, eV: 10.401
E_LUMO, hartree: 0.0258
SMILES: Cn1cnnc1
2S+1: 1

Positions of all 11 atoms, in Å:
C1 -1.56 0.05 0.02
N1 -0.04 -0.19 0.04
C2 0.67 0.95 -0.02
N2 1.97 0.83 -0.09
N3 2.23 -0.51 -0.09
C3 1.15 -1.21 -0.04
H1 -2.06 -0.39 -0.85
H2 -1.80 1.14 -0.03
H3 -2.06 -0.30 0.92
H4 0.22 1.94 -0.03
H5 1.27 -2.30 0.17



Calculated relative energies: (A) 0.0; (B) 94.2, given in kJ/mol



(A)
Below is 2 unconnected molecules or ions with the total composition C4H10N2O, with properties calculated with the ωB97M-V functional and the def2-TZVPD basis.

Results
Frontier orbital gap, eV: 9.599
E_LUMO, hartree: 0.0318
SMILES: C=[N+](C)[O-].C=NC
2S+1: 1

Positions of all 17 atoms, in Å:
C1 2.26 1.38 -0.12
C2 -2.06 -0.63 0.66
C3 1.94 -0.34 1.40
C4 -2.34 -0.24 -1.65
N1 1.62 0.28 0.13
N2 -2.00 0.18 -0.30
O1 0.83 -0.33 -0.64
H1 2.94 1.81 0.66
H2 1.97 1.90 -1.06
H3 -2.21 -1.76 0.46
H4 -1.82 -0.23 1.67
H5 2.95 -0.05 1.55
H6 1.38 0.35 2.05
H7 1.82 -1.36 1.21
H8 -2.82 -1.25 -1.83
H9 -3.08 0.43 -1.91
H10 -1.39 -0.14 -2.28



(B)
Below is C4H10N2O in the gas phase, with properties calculated with the ωB97M-V functional and the def2-TZVPD basis.

Results
Frontier orbital gap, eV: 10.497
E_LUMO, hartree: 0.0314
SMILES: NC[C@H](N)CC=O
2S+1: 1

Positions of all 17 atoms, in Å:
N1 -0.33 0.65 -1.47
C1 -0.25 0.22 -0.06
C2 1.15 0.37 0.61
C3 1.45 1.84 0.84
O1 2.37 2.23 1.51
C4 -0.61 -1.25 0.08
N2 -1.87 -1.58 -0.66
H1 0.08 -0.07 -2.06
H2 0.37 1.39 -1.54
H3 -0.96 0.84 0.51
H4 1.25 -0.24 1.51
H5 1.84 -0.08 -0.12
H6 0.66 2.52 0.46
H7 -0.71 -1.46 1.15
H8 0.24 -1.85 -0.27
H9 -2.06 -2.49 -0.24
H10 -2.63 -1.03 -0.27



(C)
Below is C4H10N2O in the gas phase, with properties calculated with the ωB97M-V functional and the def2-TZVPD basis.

Results
Frontier orbital gap, eV: 10.612
E_LUMO, hartree: 0.0320
SMILES: C[C@H](N)CNC=O
2S+1: 1

Positions of all 17 atoms, in Å:
C1 -0.12 0.77 -0.24
N1 -1.09 -0.11 -0.85
C2 -2.04 -0.81 -0.15
O1 -2.49 -0.56 0.94
C3 1.32 0.26 -0.25
C4 1.52 -0.91 0.73
N2 2.37 1.27 -0.27
H1 -0.30 1.82 -0.48
H2 -0.38 0.71 0.83
H3 -1.05 -0.47 -1.79
H4 -2.28 -1.73 -0.73
H5 1.50 -0.31 -1.19
H6 1.83 -0.58 1.73
H7 2.15 -1.67 0.27
H8 0.56 -1.37 0.97
H9 2.00 2.03 -0.83
H10 2.36 1.80 0.61



(D)
Below is 2 unconnected molecules or ions with the total composition C4H10N2O, with properties calculated with the ωB97M-V functional and the def2-TZVPD basis.

Results
Frontier orbital gap, eV: 8.955
E_LUMO, hartree: 0.0378
SMILES: C/C=C/N.NC=O
2S+1: 1

Positions of all 17 atoms, in Å:
C1 1.62 0.93 0.62
N1 0.30 -2.10 -1.18
C2 0.61 -1.20 -0.20
C3 0.88 0.12 -0.41
H1 0.22 -1.71 -2.11
H2 -0.45 -2.74 -0.97
H3 0.56 -1.60 0.81
H4 1.04 0.44 -1.44
H5 1.35 1.98 0.53
H6 2.70 0.87 0.48
H7 1.36 0.59 1.62
N2 -1.75 1.21 0.88
C4 -1.60 0.29 -0.12
O1 -2.07 -0.85 0.01
H8 -1.74 0.84 1.83
H9 -1.41 2.15 0.77
H10 -1.60 0.79 -1.12



Calculated relative energies: (A) 381.0; (B) 41.0; (C) 0.0; (D) 51.1, given in kJ/mol